The following is a DFT calculation (ωB97M-V/def2-TZVPD) of 7 unconnected molecules or ions with the total composition C7H29NO6 at a distorted geometry.

Element x y z (Å)
C1 1.382132 -0.362462 1.262751
C2 1.218083 -1.238441 0.017331
C3 0.463112 -2.528268 0.399406
C4 -0.208317 -3.225510 -0.862241
N1 -0.860485 -2.404183 -1.856620
C5 -0.052753 -1.589917 -2.760542
C6 -2.051184 -1.681255 -1.400690
C7 -2.027670 -0.312241 -0.676804
H1 1.382549 0.700582 1.070739
H2 0.620344 -0.541801 2.011879
H3 2.225360 -0.728129 1.851349
H4 2.189830 -1.500518 -0.411738
H5 0.602019 -0.714887 -0.693617
H6 1.093273 -3.220487 0.955827
H7 -0.355063 -2.157576 1.022695
H8 0.615597 -3.743414 -1.359773
H9 -0.861803 -3.945083 -0.373247
H10 -0.516583 -1.617548 -3.749619
H11 0.093395 -0.556659 -2.443211
H12 0.957988 -1.982192 -2.764408
H13 -2.817073 -1.617941 -2.178375
H14 -2.391476 -2.371925 -0.618151
H15 -1.633813 0.507730 -1.271846
H16 -3.007952 -0.236968 -0.203421
H17 -1.414194 -0.360902 0.230216
O1 1.217842 3.128133 2.854456
H18 0.391518 3.304361 2.360175
H19 1.818717 3.717764 2.387895
O2 -1.312750 3.597674 1.402774
H20 -1.764275 2.844798 1.842632
H21 -1.940122 3.750422 0.684474
O3 -1.849747 1.479196 2.910102
H22 -1.343845 0.748980 2.542260
H23 -1.830164 1.316785 3.854185
O4 0.552498 0.686523 3.670489
H24 0.698282 1.604699 3.348992
H25 1.124794 0.621690 4.442158
O5 0.092261 3.303980 -2.741896
H26 0.200785 2.452942 -3.181727
H27 -0.810319 3.532146 -2.994872
O6 3.182771 -1.401507 -3.436457
H28 2.403468 -1.655301 -3.947627
H29 2.765804 -1.288682 -2.572989

Cartesian forces, eV/Å:
C 0.19 -1.10 0.08
C -0.15 -0.46 1.05
C -0.79 1.06 -1.55
C 1.89 0.50 1.29
N -0.52 1.43 0.00
C -0.02 -0.71 0.30
C -0.19 -0.96 1.25
C 0.95 -1.07 0.74
H 0.48 0.24 -0.02
H -0.60 -0.03 -0.48
H 0.52 0.59 -0.22
H -0.02 0.22 -0.21
H 0.16 0.17 -0.19
H -0.12 -0.13 0.04
H 0.00 -0.44 0.32
H -0.25 -0.30 -0.17
H -0.47 -0.26 -0.74
H 0.25 0.10 -0.10
H -0.35 0.24 -0.09
H -0.12 -0.40 -0.36
H 0.18 -0.20 -0.20
H -0.72 0.12 -0.28
H -0.61 0.30 -0.03
H -0.29 0.77 -0.75
H 0.40 -0.08 -0.25
O -0.55 0.72 -0.66
H -0.03 0.00 0.17
H 0.37 -0.17 0.18
O -0.87 -0.45 -0.24
H 0.56 0.25 0.41
H 0.48 0.43 -0.16
O -0.70 -0.17 -0.34
H 0.19 -0.07 0.09
H 0.15 0.06 0.18
O 0.04 0.37 0.85
H 0.28 -0.61 0.23
H -0.03 -0.05 -0.05
O -0.37 -0.26 -0.23
H 0.29 0.00 0.09
H 0.07 0.24 0.14
O -0.56 -0.07 0.12
H 0.39 0.00 -0.38
H 0.47 0.17 0.19

Results
- charge = 0
- SMILES = CCCCN(C)CC.O.O.O.O.O.O
- orbital gap (eV) = 8.7
- DFT total energy (eV) = -21503.3346

Here are the Löwdin charges for atoms 1 to 5, given in e: atom 1 (C): -0.11, atom 2 (C): -0.26, atom 3 (C): -0.17, atom 4 (C): -0.19, atom 5 (N): -0.21


The following is a DFT calculation (ωB97M-V/def2-TZVPD) of 15 unconnected molecules or ions with the total composition C7H33BO22 at a distorted geometry.

Element x y z (Å)
O1 -2.182123 -1.799988 0.452063
C1 -1.005938 -1.602032 0.277099
O2 -0.351009 -0.484157 0.419391
B1 1.051406 -0.671897 -0.013363
O3 1.163075 -2.096385 -0.348321
C2 -0.010424 -2.680373 -0.220591
O4 -0.235231 -3.856852 -0.301721
O5 1.939323 -0.227497 1.094573
C3 2.540332 0.877242 0.658802
O6 3.325271 1.543328 1.271288
C4 2.140367 1.158269 -0.831638
O7 1.336685 0.177451 -1.173189
O8 2.583127 2.041058 -1.497850
C5 -1.686457 2.988109 0.390218
C6 -2.581893 3.658069 -0.656990
C7 -2.247014 3.075948 -2.051146
O9 -3.914637 3.589341 -0.306322
H1 -0.640881 3.069566 0.053873
H2 -1.892468 1.911070 0.437925
H3 -1.727046 3.419112 1.392774
H4 -2.278366 4.721721 -0.758049
H5 -1.252655 2.618256 -2.100692
H6 -2.284658 3.858975 -2.812063
H7 -2.960934 2.302422 -2.346845
O10 -4.908418 -1.859588 -1.746433
H8 -4.610730 -1.064403 -1.263024
H9 -4.182423 -2.057659 -2.344628
O11 -4.150259 0.661493 -0.690153
H10 -3.949539 1.625453 -0.620539
H11 -4.188984 0.359634 0.223038
O12 4.421626 2.722283 3.540880
H12 4.147437 2.592069 2.618772
H13 4.390891 1.837388 3.913869
O13 -2.459985 -1.218421 3.394284
H14 -2.817677 -1.136312 2.498382
H15 -2.389558 -0.311066 3.710649
O14 5.075877 1.113480 -3.322271
H16 5.914992 0.669989 -3.474680
H17 4.665597 0.620874 -2.602417
O15 2.046544 4.592568 -2.567451
H18 2.229211 3.640206 -2.533238
H19 2.875705 4.998614 -2.301818
O16 0.384577 -1.566194 2.986153
H20 0.896642 -0.770058 2.801431
H21 -0.539353 -1.281598 2.900639
O17 3.327037 -1.838386 -2.391728
H22 2.507217 -1.473711 -2.033938
H23 3.073522 -2.234573 -3.229749
O18 -4.215143 -3.873387 0.130288
H24 -3.297570 -3.585718 0.046868
H25 -4.714750 -3.255147 -0.436485
O19 0.712970 -6.457790 -1.398015
H26 -0.086067 -6.952852 -1.195436
H27 0.393589 -5.575206 -1.627733
O20 -0.737675 1.166939 2.891669
H28 -1.263202 1.323508 2.089899
H29 -1.026471 1.851549 3.503732
O21 -1.662039 -4.658663 2.176115
H30 -2.060087 -3.782654 2.146814
H31 -1.119188 -4.710378 1.377641
O22 6.519698 0.930661 0.576557
H32 5.720096 1.298472 0.973682
H33 6.248037 0.067832 0.249149

Cartesian forces, eV/Å:
O 0.28 0.12 0.30
C -0.37 -0.30 -0.56
O -0.20 0.08 -0.26
B -0.74 -0.17 0.82
O 0.29 0.20 -0.35
C 0.06 -0.08 1.21
O -0.06 0.19 -0.64
O 0.41 0.79 -1.34
C 0.03 -0.10 0.03
O 0.16 -0.04 0.06
C 0.44 -0.37 1.07
O -0.08 -0.10 -0.48
O -0.10 -0.09 -0.19
C 1.05 -0.06 -0.33
C -1.14 0.35 0.35
C 0.01 -0.30 -0.34
O 0.59 -0.86 -0.43
H 0.07 -0.03 0.20
H -0.26 0.02 -0.08
H -0.38 0.16 -0.08
H 0.33 0.08 0.37
H 0.08 0.11 0.01
H -0.06 -0.01 -0.02
H -0.06 0.04 0.13
O -0.06 -0.05 0.09
H -0.06 0.23 -0.39
H 0.02 0.06 0.03
O 0.09 -0.50 0.17
H -0.48 0.69 0.11
H 0.08 0.21 0.04
O 0.21 0.16 -0.11
H -0.11 -0.03 0.38
H -0.08 -0.03 -0.05
O -0.30 -0.05 -0.11
H 0.03 -0.08 0.01
H 0.18 0.00 -0.10
O 0.11 0.01 -0.07
H -0.03 -0.03 0.06
H -0.11 0.00 -0.09
O 0.07 -0.02 -0.23
H -0.10 0.23 0.13
H 0.01 -0.05 0.05
O 0.07 -0.19 -0.06
H -0.15 -0.09 0.03
H 0.11 -0.07 0.44
O 0.16 0.15 -0.05
H 0.03 -0.14 -0.06
H 0.00 0.04 0.00
O -0.31 -0.18 -0.15
H -0.15 0.11 0.10
H 0.39 -0.09 0.12
O -0.03 -0.14 -0.33
H -0.01 0.07 0.07
H 0.08 0.01 0.36
O -0.32 0.02 0.12
H 0.28 0.09 0.03
H 0.10 0.12 -0.11
O 0.10 -0.24 -0.01
H -0.01 0.01 0.01
H -0.13 0.16 0.13
O 0.00 -0.05 0.04
H -0.02 0.02 -0.06
H -0.04 0.02 0.02

Results
- charge = -2
- orbital gap (eV) = 5.6
- DFT total energy (eV) = -53524.4413

Here are the Löwdin charges for atoms 1 to 5, given in e: atom 1 (O): 0.13, atom 2 (C): -0.37, atom 3 (O): 0.23, atom 4 (B): -0.88, atom 5 (O): 0.24


The following is a DFT calculation (ωB97M-V/def2-TZVPD) of 12 unconnected molecules or ions with the total composition C7H36O12 at a distorted geometry.

Element x y z (Å)
C1 -2.842470 -0.602272 -0.656022
O1 -3.268218 0.836530 -0.830215
C2 -2.129510 -0.878729 -1.981662
C3 -2.098257 -2.412293 -1.908611
C4 -1.061976 -2.992124 -0.882433
C5 1.186837 -1.539594 1.946509
C6 0.441445 -2.494617 0.944989
C7 -0.502899 -2.089253 0.120751
H1 -3.866341 -1.051423 -0.499121
H2 -2.277479 -0.583642 0.181167
H3 -4.175994 0.936996 -0.383201
H4 -2.742918 -0.480978 -2.761835
H5 -1.030905 -0.631469 -2.165360
H6 -1.815671 -2.880284 -2.852730
H7 -3.147114 -2.907753 -1.698846
H8 -0.228715 -3.492082 -1.498243
H9 -1.529393 -3.935175 -0.562776
H10 0.868819 -0.523367 1.649474
H11 2.203681 -1.786562 1.907511
H12 0.976683 -1.651562 2.974637
H13 0.847227 -3.511910 0.799890
H14 -0.707208 -1.036653 0.211004
H15 1.429781 2.092596 0.888633
H16 1.009621 3.427301 0.437927
O2 0.647505 2.731725 0.984840
H17 -1.374270 2.595010 -1.275453
H18 -0.804083 3.793013 -2.067251
O3 -0.565367 2.904768 -1.774781
H19 -1.206398 2.548366 0.965181
H20 -2.469333 1.925506 0.479877
O4 -1.994451 2.766999 0.844698
H21 -1.807431 0.632032 4.568295
H22 -2.018207 1.620311 3.380011
O5 -2.490799 1.138495 4.003789
H23 2.534162 1.326918 -1.526004
H24 3.726140 0.745847 -0.687735
O6 2.976915 1.264087 -0.691859
H25 1.280086 1.307704 -3.205774
H26 0.414600 1.480378 -1.926708
O7 1.047503 0.877532 -2.417627
H27 1.839195 -2.081185 -1.708279
H28 1.767434 -0.808727 -2.017966
O8 2.345201 -1.509338 -2.273257
H29 -0.876654 -4.010781 3.339588
H30 -1.734873 -2.801802 2.897046
O9 -1.481182 -3.691241 2.720433
H31 0.524650 2.410378 2.839688
H32 1.806836 2.015829 3.729356
O10 0.872035 1.872775 3.574701
H33 4.508893 -0.550482 -2.486631
H34 3.908034 -1.267888 -1.256719
O11 4.589200 -0.645825 -1.622741
H35 2.904557 3.429240 -0.892259
H36 3.102796 4.079019 0.389239
O12 2.488281 4.089681 -0.267117

Cartesian forces, eV/Å:
C -3.59 4.14 -3.29
O -1.67 -0.33 1.60
C 0.70 -2.64 1.43
C -1.07 -1.89 -0.55
C -0.80 0.26 -1.93
C -2.77 -0.49 -2.89
C 4.73 -1.19 4.52
C -2.06 0.23 -2.43
H 1.67 -0.69 -0.42
H 1.32 -0.40 2.66
H 2.00 -0.06 -1.04
H -0.20 0.04 -0.57
H -1.45 0.65 0.75
H -0.03 0.18 -0.20
H 1.89 1.21 -0.22
H -0.35 0.84 0.87
H 0.31 0.08 0.99
H 0.77 -0.24 0.34
H 1.74 0.10 -0.49
H -0.87 -0.43 1.27
H -0.22 0.47 0.34
H -0.24 0.07 -0.53
H -1.59 1.00 0.24
H 0.10 0.99 -0.56
O 1.55 -2.45 0.40
H 1.08 0.72 -0.46
H 0.17 -0.09 0.01
O -1.50 -0.47 0.57
H 11.20 -2.75 1.65
H 1.05 2.24 0.81
O -12.49 0.56 -2.52
H -1.54 1.56 -1.45
H 1.51 1.51 -1.65
O 0.07 -3.03 3.02
H -0.19 -0.66 -0.84
H 2.71 -1.88 -0.85
O -2.46 2.74 2.32
H 0.13 0.98 -1.87
H 0.78 -0.14 -1.06
O -1.25 -0.64 2.30
H 0.18 -2.08 0.15
H -0.30 2.76 -0.72
O -0.73 -1.27 0.30
H 1.36 -0.50 1.86
H -0.23 0.92 0.79
O -1.06 -0.27 -2.73
H 0.89 0.12 0.17
H -0.05 0.46 -0.32
O -0.77 -0.75 0.27
H -0.96 0.20 -6.06
H 1.09 1.00 -1.49
O 1.13 -1.10 7.62
H -0.88 0.88 0.83
H 2.72 0.33 3.31
O -1.54 -0.80 -4.25

Results
- charge = +1
- orbital gap (alpha / beta) (eV) = 9.3 / 5.0
- 2S+1 = 2
- DFT total energy (eV) = -32400.4198

Here are the Löwdin charges for atoms 1 to 5, given in e: atom 1 (C): -0.18, atom 2 (O): -0.14, atom 3 (C): -0.14, atom 4 (C): -0.19, atom 5 (C): -0.12


The following relative energy (zero: lowest compared OMol25 entry of this formula, charge and spin) values (in kJ/mol) correspond, in order, to the records above: 46.2 0.0 330.8.